(1)
This record from the OMol25 dataset describes C26H43BrN6P2Pt as an isolated structure. The level of theory is ωB97M-V with the def2-TZVPD basis set.

The geometry in XYZ format:
```
79
Properties=species:S:1:pos:R:3
N -5.2745 2.4182 -3.0663
C -5.1836 2.9904 -1.8649
C -4.1108 2.7460 -0.9963
C -3.0590 1.8629 -1.3960
C -3.2257 1.2167 -2.6306
C -4.3450 1.5413 -3.4162
C -1.7779 1.7835 -0.6214
Pt -0.2169 0.2398 0.0146
P 2.0492 -0.3746 -0.0035
C -0.4700 1.8169 -1.2661
C 0.5102 2.8788 -0.9551
C 1.8248 2.7792 -1.4343
C 2.8104 3.6153 -0.9690
C 2.5581 4.5380 0.1856
C 1.1068 4.8650 0.2912
C 0.1689 4.0302 -0.2365
Br 3.2391 3.7883 1.7704
H -1.8672 2.4640 0.2268
H -0.4576 1.5502 -2.3256
H -4.0878 3.2669 -0.0353
H -2.5118 0.4634 -2.9757
H -5.9759 3.6962 -1.6006
H -4.4839 1.0738 -4.3956
H 2.0477 1.9850 -2.1467
H -0.8872 4.2387 -0.0749
H 3.8167 3.5431 -1.3431
H 0.8527 5.7640 0.8477
P -1.0972 -1.9057 0.0369
C 3.3271 0.6769 0.6463
C 4.5679 1.1394 -0.0064
H 3.3050 0.7773 1.7371
H 3.1056 5.4793 0.0606
H 4.7912 2.1597 0.3374
H 5.4297 0.5330 0.3267
H 4.5269 1.1395 -1.1114
C 2.7993 -0.9905 -1.6223
C 4.1972 -1.6485 -1.6954
H 2.8273 -0.1087 -2.2798
H 2.0786 -1.6752 -2.0857
H 4.5451 -1.6009 -2.7422
H 4.9702 -1.1368 -1.1046
H 4.2001 -2.7175 -1.4240
C 2.5361 -1.7864 1.1529
C 3.9422 -2.2281 1.5774
H 2.0516 -2.6337 0.6575
H 1.9686 -1.5601 2.0608
H 3.8197 -3.2044 2.0684
H 4.6494 -2.3896 0.7555
H 4.4096 -1.5743 2.2960
C -0.7810 -2.7499 1.6308
C -0.8876 -4.2625 1.7188
H -1.5283 -2.2961 2.2821
H 0.1915 -2.3832 1.9724
H -1.9226 -4.6211 1.6477
H -0.2901 -4.8007 0.9778
H -0.5404 -4.5374 2.7219
C -0.1255 -2.8110 -1.1963
C -0.2809 -2.1937 -2.5945
H -0.4661 -3.8532 -1.1544
H 0.9119 -2.7593 -0.8413
H -1.1664 -2.5679 -3.1232
H -0.3609 -1.0920 -2.5559
H 0.6002 -2.4447 -3.2034
C -2.7673 -2.5095 -0.4079
C -3.8189 -2.3054 0.6730
H -2.6482 -3.5815 -0.6445
H -3.0666 -1.9906 -1.3324
H -4.7394 -1.9434 0.2022
H -4.0648 -3.2491 1.1825
H -3.4924 -1.5675 1.4168
N -2.8938 -0.3476 4.7752
N -2.4812 0.2726 3.6032
N -2.1387 1.5796 3.6667
C -1.4601 1.7037 2.5069
N -1.3630 0.5597 1.8215
N -2.1110 -0.3608 2.5031
H -2.6569 -1.3181 4.8396
H -2.5762 0.2396 5.5432
H -1.0763 2.6651 2.1444
```

Values from the calculation:
relative energy (zero: lowest compared OMol25 entry of this formula, charge and spin): 0.9736 eV
multiplicity: 3
HOMO (alpha / beta): -12.94 / -14.02 eV
total charge: +2

---

(2)
This record from the OMol25 dataset describes C26H43CdCl4F3O28S as an isolated structure. The level of theory is ωB97M-V with the def2-TZVPD basis set.

The geometry in XYZ format:
```
106
Properties=species:S:1:pos:R:3
Cd -1.6987 2.0571 -0.1426
S -0.4142 -0.2425 0.1485
O 0.7268 -0.4089 -0.6814
O -0.4297 0.9745 0.9052
O -1.5736 0.1316 -0.5854
O -0.5850 -1.4190 0.9988
C 6.5523 -0.9216 -3.6855
O 5.2803 -1.2040 -3.2008
C 4.8884 -2.4752 -2.8556
O 5.6370 -3.4111 -2.8758
O 3.5587 -2.4842 -2.6308
C 2.7522 -1.3626 -3.0842
H 6.8953 -1.6592 -4.4110
H 7.2859 -0.8988 -2.8796
H 6.6516 0.0408 -4.1876
H 2.8226 -1.1711 -4.1550
H 3.0620 -0.4581 -2.5606
H 1.6925 -1.5575 -2.9195
C 0.4347 1.4710 -4.1126
O 0.8752 2.5919 -3.4421
C 0.3409 3.1119 -2.3355
O -0.6496 2.6767 -1.7753
O 1.0605 4.1480 -1.8685
C 2.1403 4.7419 -2.5169
H -0.5792 1.5855 -4.4960
H 0.4429 0.5837 -3.4797
H 1.0923 1.3416 -4.9722
H 1.7034 5.2312 -3.3874
H 2.8599 4.0092 -2.8823
H 2.6047 5.3986 -1.7812
C -6.8825 1.1891 -1.7024
O -5.6763 1.8606 -1.3864
C -4.4134 1.5776 -1.8338
O -3.3950 2.0308 -1.3409
O -4.4721 0.7078 -2.8249
C -3.3074 0.3997 -3.5319
H -6.7845 0.1041 -1.6651
H -7.1934 1.3600 -2.7330
H -7.7186 1.5451 -1.1006
H -3.3804 -0.5121 -4.1246
H -2.4449 0.3632 -2.8663
H -3.1650 1.1610 -4.2988
C -4.2986 -0.8354 1.1882
O -3.9467 -0.1914 2.4073
C -3.3710 0.9474 2.4613
O -3.1067 1.6756 1.5548
O -3.0149 1.0509 3.7378
C -2.0531 2.0205 4.0671
H -4.6492 -0.0834 0.4813
H -5.1026 -1.5358 1.4139
H -3.4586 -1.3955 0.7774
H -2.5005 3.0126 4.1287
H -1.1801 2.1257 3.4229
H -1.6982 1.9736 5.0966
C 2.3650 4.1696 2.2474
O 1.1796 3.5715 1.7421
C 0.0690 4.2266 1.3736
O -0.8379 3.6395 0.7900
O 0.0191 5.4640 1.8034
C -1.1609 6.2791 1.6583
H 2.4201 3.9439 3.3124
H 2.4292 5.2568 2.2041
H 3.2330 3.7134 1.7713
H -0.8323 7.2991 1.8578
H -1.7270 5.9898 2.5437
H -1.7432 6.1225 0.7503
C -0.7943 -3.7427 2.9388
C -2.0309 -2.8871 3.1588
O -2.2228 -2.9523 4.5422
C -1.4271 -3.8750 5.0879
O -1.4386 -4.1932 6.2971
O -0.6133 -4.4065 4.1412
F -3.0554 -3.4798 2.5084
H 0.0654 -3.1047 2.7341
H -1.0855 -4.4898 2.2005
H -1.9733 -1.8537 2.8172
C 2.9577 -4.0235 1.0404
C 3.0803 -2.5397 0.8666
O 4.3989 -2.2995 0.6099
C 5.1078 -3.4120 0.8958
O 6.3549 -3.4300 0.9182
O 4.2802 -4.3856 1.3073
F 2.6767 -1.9125 2.0407
H 2.6027 -4.4237 0.0907
H 2.3121 -4.2083 1.8990
H 2.5498 -2.1438 0.0006
C -0.6294 -3.7419 -1.5211
C -1.9485 -2.9702 -1.7654
O -2.8083 -3.4832 -0.8212
C -2.4212 -4.7545 -0.5428
O -3.0036 -5.5724 0.1788
O -1.1009 -4.9007 -0.9797
F -2.4318 -3.3418 -2.9650
H -0.1020 -3.1884 -0.7442
H 0.0468 -3.8817 -2.3645
H -1.7511 -1.9042 -1.6518
C 0.5698 -0.3492 3.9126
Cl 1.0976 -1.3605 5.2992
Cl 1.5024 1.1390 4.0712
H 0.9117 -0.7071 2.9414
H -0.4800 -0.0586 3.8726
C 3.3050 1.2031 -0.1324
Cl 4.1222 1.4748 1.4454
Cl 4.1290 1.9472 -1.4482
H 3.3762 0.1332 -0.3278
H 2.2404 1.4315 -0.0833
```

Values from the calculation:
relative energy (zero: lowest compared OMol25 entry of this formula, charge and spin): 0.1175 eV
multiplicity: 1
HOMO: -9.06 eV